No. 1
Here is a single C4H9N3 molecule from the Open Molecules 2025 dataset. Energies are from the ωB97M-V functional and the def2-TZVPD basis.

```
16
Properties=species:S:1:pos:R:3:forces:R:3:mulliken_charge:R:1
C 0.059884 -0.488736 -0.709862 0.3897 -1.5343 -0.1803 -0.32
H 1.498793 -1.988880 -0.863509 0.8567 -1.6974 -1.3505 0.38
H 2.666059 -0.270096 2.571813 -0.9513 0.6116 -0.9929 0.24
H 1.796295 1.038531 1.644500 -0.0676 -0.4080 0.0489 0.27
H -0.426178 -1.144295 -1.417223 -0.6749 0.3832 -0.2823 0.20
H -2.004951 1.963100 -0.256776 -0.4947 0.5312 0.2433 0.22
H -2.283870 0.398839 -2.397321 -0.3427 -0.1266 0.1014 0.27
C 1.268469 -1.173786 -0.274188 0.3176 3.2827 2.3319 -0.18
N -2.642144 0.432045 -1.441067 0.8234 0.2661 -0.3937 -0.71
H -2.690496 -0.532757 -1.121234 0.0643 0.0642 0.2282 0.27
C -0.447071 0.680256 -0.327136 -0.8419 0.1968 0.5883 0.20
H 0.052913 1.305127 0.419768 -0.1900 -0.1342 -0.4623 0.21
N 2.088187 -0.898487 0.677447 -0.3298 -1.1582 -0.2319 -0.57
N -1.679583 1.144655 -0.704068 0.4875 -0.2043 0.0272 -0.01
C 1.827643 -0.051010 1.827762 0.6214 -0.6639 0.9505 -0.82
H 0.916050 -0.414508 2.371094 0.3322 0.5911 -0.6258 0.33
```
Forces are in eV/Å.

Results
**SMILES**: C/N=C\C=C\NN
**Energy above the lowest of the compared OMol25 structures with the same formula, charge and spin**: 270.7 kJ/mol
**Total energy**: -321.98725 Eh
**HOMO energy**: -8.12 eV
**Frontier orbital gap**: 9.02 eV
**Largest force on an atom**: 4.039 eV/A
**LUMO level**: 0.03284 Ha

***

No. 2
Here is a molecular structure, C4H9N3 from the Open Molecules 2025 dataset. Energies are from the ωB97M-V functional and the def2-TZVPD basis.

```
16
Properties=species:S:1:pos:R:3:forces:R:3:mulliken_charge:R:1
C 2.764909 0.302260 -0.053407 0.8826 1.9026 0.2697 -0.23
H -3.118134 -0.728336 -0.309010 -0.4549 0.2986 -0.2334 0.29
H -0.586918 -2.067713 -0.304766 -0.3121 2.2585 0.2968 0.27
N 0.510573 -0.108013 -0.507592 -0.1458 -0.0957 1.5670 0.02
H -0.441635 1.996160 -0.297079 -0.1440 -0.8616 -0.7548 0.32
H -3.186805 0.961042 -0.107229 0.8365 -1.8912 -0.9388 0.28
C -1.444926 0.029879 0.470839 0.9388 0.5748 0.0319 0.32
H -1.560694 -0.132144 1.547267 -1.4877 0.9095 -0.0022 0.27
C -0.405172 -1.017077 0.217591 0.5184 -3.7939 -3.0142 -0.75
H 3.778391 -0.078933 0.144432 -0.6356 -0.2537 0.0903 0.27
C -0.255057 1.028482 0.202823 0.4330 0.8210 0.3444 -0.64
N -2.612303 0.135329 -0.496029 0.7689 1.2651 2.6448 -0.66
N 1.799926 -0.531720 -0.097881 0.4671 2.0122 -1.1593 -0.55
H 0.147677 -1.411574 1.054656 -0.2766 0.5054 1.0950 0.30
H 0.273564 1.430371 1.102359 -0.2489 -1.0398 -0.1134 0.28
H 2.848652 1.500684 -0.147188 -1.1399 -2.6118 -0.1238 0.21
```
Forces are in eV/Å.

Results
**Energy above the lowest of the compared OMol25 structures with the same formula, charge and spin**: 401.9 kJ/mol
**Total energy**: -321.93726 Eh
**HOMO energy**: -8.77 eV
**Frontier orbital gap**: 9.73 eV
**Largest force on an atom**: 4.873 eV/A
**LUMO level**: 0.03543 Ha

***

No. 3
Here is a molecular structure, C4H9N3 from the Open Molecules 2025 dataset. Energies are from the ωB97M-V functional and the def2-TZVPD basis.

```
16
Properties=species:S:1:pos:R:3:forces:R:3:mulliken_charge:R:1
H 2.325351 -0.856189 -1.982382 -0.2137 -0.0203 0.1203 0.26
H 0.010950 -1.118623 2.515955 -0.0929 -0.0020 -0.0109 0.34
H -3.071019 0.653427 -0.704848 0.2646 0.0674 -0.0393 0.25
H 0.035069 0.647880 2.282790 0.0736 -0.0496 0.0155 0.29
C -1.992897 0.656930 -0.811490 0.3090 0.4329 -0.5780 -0.82
C 1.019900 0.144234 -0.820918 0.0123 -0.3637 1.8744 0.46
H 0.782662 2.046472 -0.741464 0.0801 -0.0361 0.0381 0.28
N 1.672998 -0.962248 -1.213318 -0.0209 -0.5790 -0.2419 -0.44
C -1.263850 0.050062 0.097074 -6.3264 -2.7355 4.5089 0.01
H 1.438497 -0.342068 1.800062 -0.1917 -0.0664 0.0173 0.33
H 1.174158 -1.833150 -1.136766 0.1126 0.0272 0.0588 0.25
C 0.348821 -0.311538 1.864947 -0.1491 0.2521 -0.2607 -0.82
H -2.068286 -0.713756 1.163380 0.7924 2.3411 -2.3666 0.07
N -0.202990 -0.533680 0.523707 6.3846 1.2287 -3.6103 -0.07
N 1.330847 1.312088 -1.181376 -1.0575 -0.5283 0.5912 -0.71
H -1.540211 1.160160 -1.655354 0.0230 0.0316 -0.1169 0.32
```
Forces are in eV/Å.

Results
**Energy above the lowest of the compared OMol25 structures with the same formula, charge and spin**: 496.7 kJ/mol
**Total energy**: -321.90118 Eh
**HOMO energy**: -8.22 eV
**Frontier orbital gap**: 9.12 eV
**Largest force on an atom**: 8.236 eV/A
**LUMO level**: 0.03305 Ha